(1)
{
  "formula": "C55H49N5OP4Ti",
  "method": "ωB97M-V with the def2-TZVPD basis set",
  "homo_ev": [-7.6, -7.7],
  "total_charge": 0,
  "multiplicity": 3,
  "elements": ["Ti", "P", "P", "P", "P", "O", "N", "N", "N", "N", "N", "C", "C", "C", "C", "C", "C", "C", "C", "C", "C", "C", "C", "C", "C", "C", "C", "C", "C", "C", "C", "C", "C", "C", "C", "C", "C", "C", "C", "C", "C", "C", "C", "C", "C", "C", "C", "C", "C", "C", "C", "C", "C", "C", "C", "C", "C", "C", "C", "C", "C", "C", "C", "C", "C", "C", "H", "H", "H", "H", "H", "H", "H", "H", "H", "H", "H", "H", "H", "H", "H", "H", "H", "H", "H", "H", "H", "H", "H", "H", "H", "H", "H", "H", "H", "H", "H", "H", "H", "H", "H", "H", "H", "H", "H", "H", "H", "H", "H", "H", "H", "H", "H", "H", "H"],
  "positions_angstrom": [[0.431, 0.077, 0.313], [1.948, 2.149, -0.184], [-1.555, 1.915, -0.261], [-0.216, -1.792, -1.169], [-0.263, -0.933, 2.596], [1.107, 6.105, 1.118], [0.914, 3.911, 0.210], [1.967, -6.924, 1.053], [1.163, -1.615, -0.101], [0.127, -5.735, -0.094], [-0.453, -3.432, -0.507], [2.345, -2.986, -4.176], [3.647, 0.193, -1.784], [-1.188, 2.781, -1.857], [-3.373, 1.661, -0.514], [-1.960, 5.083, 3.083], [-4.529, -2.796, -2.762], [-1.160, 2.952, 2.311], [3.935, 0.287, 0.578], [-2.973, -0.518, 2.586], [-3.453, -3.024, -3.616], [1.787, -4.346, 4.892], [1.277, -0.955, -4.877], [1.117, -6.344, 0.525], [0.722, -1.929, -2.729], [3.427, 3.193, 0.139], [0.801, -2.154, 4.820], [-0.116, -4.537, -0.303], [3.711, 3.625, 1.432], [2.365, -2.419, -0.018], [4.829, 4.405, 1.680], [0.230, 3.129, -2.334], [-2.371, 4.377, 0.822], [1.395, -3.181, 5.539], [-4.649, -2.238, 2.581], [-4.281, 2.000, 0.488], [-1.967, -1.491, 2.598], [-2.322, -2.843, 2.618], [0.599, -2.282, 3.443], [1.341, 2.174, -1.926], [2.186, -1.980, -5.115], [1.587, -4.484, 3.525], [0.999, -3.453, 2.805], [-4.305, -2.213, -1.524], [5.666, 4.780, 0.636], [-5.650, 1.923, 0.272], [5.079, -0.491, 0.487], [0.548, -0.939, -3.698], [-1.295, 3.894, 3.328], [-4.308, -0.892, 2.587], [3.205, 0.676, -0.552], [-3.018, -1.843, -1.154], [1.619, -2.958, -2.989], [-6.143, 1.505, -0.957], [-3.885, 1.209, -1.731], [5.521, -0.926, -0.757], [-1.925, -2.081, -1.980], [5.380, 4.360, -0.654], [4.791, -0.593, -1.890], [1.021, 5.007, 0.666], [-2.498, 5.324, 1.822], [-5.253, 1.143, -1.956], [-2.165, -2.687, -3.220], [-3.656, -3.213, 2.592], [4.270, 3.560, -0.900], [-1.685, 3.186, 1.051], [3.106, 0.424, -2.695], [-1.341, -2.917, -3.885], [5.629, -0.753, 1.382], [0.484, 4.141, -2.039], [0.825, -3.559, 1.746], [4.089, 3.208, -1.909], [-3.229, 0.875, -2.524], [-5.615, 0.790, -2.913], [-2.055, 5.826, 3.865], [-5.532, -3.077, -3.062], [1.764, -3.757, -2.274], [2.928, -2.236, 0.894], [1.884, -5.394, 3.017], [-3.928, 2.369, 1.444], [6.532, 5.401, 0.827], [-1.555, -3.609, 2.643], [-0.187, -0.156, -3.539], [-1.828, 3.662, -1.877], [2.754, -2.000, -6.037], [1.130, -0.175, -5.615], [3.009, -2.196, -0.869], [-0.609, 2.043, 2.520], [2.210, 2.311, -2.569], [6.026, 4.644, -1.475], [2.128, -3.488, -0.049], [0.191, 3.113, -3.427], [3.626, 0.640, 1.559], [-1.615, 2.088, -2.583], [2.246, -5.149, 5.454], [3.038, -3.797, -4.362], [-7.211, 1.462, -1.132], [-5.080, -0.134, 2.580], [-3.922, -4.262, 2.582], [0.497, -1.249, 5.333], [-6.329, 2.213, 1.065], [-2.858, -1.378, -0.184], [-0.868, 3.696, 4.302], [-2.804, 4.579, -0.152], [-3.010, 6.255, 1.619], [3.045, 3.366, 2.247], [-5.134, -2.032, -0.849], [-2.704, 0.533, 2.590], [-3.619, -3.484, -4.584], [1.024, 1.140, -2.129], [5.110, -0.944, -2.864], [6.420, -1.524, -0.841], [5.040, 4.734, 2.691], [-5.691, -2.531, 2.568], [1.548, -3.071, 6.605]]
}

=====

(2)
{
  "formula": "C55H50CdN3P2SSi",
  "method": "ωB97M-V with the def2-TZVPD basis set",
  "homo_ev": -3.0,
  "total_charge": -1,
  "elements": ["Cd", "S", "P", "P", "Si", "N", "N", "N", "C", "C", "C", "C", "C", "C", "C", "C", "C", "C", "C", "C", "C", "C", "C", "C", "C", "C", "C", "C", "C", "C", "C", "C", "C", "C", "C", "C", "C", "C", "C", "C", "C", "C", "C", "C", "C", "C", "C", "C", "C", "C", "C", "C", "C", "C", "C", "C", "C", "C", "C", "C", "C", "C", "C", "H", "H", "H", "H", "H", "H", "H", "H", "H", "H", "H", "H", "H", "H", "H", "H", "H", "H", "H", "H", "H", "H", "H", "H", "H", "H", "H", "H", "H", "H", "H", "H", "H", "H", "H", "H", "H", "H", "H", "H", "H", "H", "H", "H", "H", "H", "H", "H", "H", "H"],
  "positions_angstrom": [[-0.142, 0.185, -0.408], [-0.654, 0.790, -3.037], [-0.894, -3.122, -0.507], [1.466, 0.589, 2.294], [-1.590, -0.539, 1.535], [4.774, -5.122, -1.413], [-0.390, 3.479, -3.278], [1.384, 2.455, -2.506], [-1.869, -2.603, -3.017], [2.238, 3.013, 5.502], [-0.868, 4.370, 0.061], [-1.331, 7.087, -0.793], [-4.762, -3.940, 0.610], [2.042, -0.480, -0.607], [-4.099, -1.932, 1.752], [1.602, -6.275, 0.186], [0.021, -6.268, 1.992], [0.109, 2.304, -2.925], [0.909, -2.308, 5.175], [1.684, 2.054, 4.668], [-1.381, -3.626, -2.204], [-0.199, -4.653, 0.209], [-0.483, -1.285, 2.938], [5.297, -0.484, 1.664], [0.941, -5.201, -0.388], [3.369, -2.994, -0.958], [2.338, -1.025, -1.944], [4.476, 0.449, -0.448], [-2.269, -2.856, -4.319], [-2.299, 6.094, -0.967], [-0.605, 3.030, 0.382], [0.753, -0.737, 3.340], [0.550, 4.569, -3.007], [-1.302, -4.914, -2.728], [2.313, 1.691, 3.476], [3.503, 2.336, 3.131], [3.063, 0.508, 0.052], [2.873, -2.239, -2.122], [4.082, -0.592, 2.198], [-1.713, 3.730, -3.791], [-2.178, -4.142, -4.835], [5.491, 0.000, 0.290], [4.055, 3.298, 3.965], [-0.975, -2.362, 3.685], [-0.647, -5.198, 1.410], [-2.089, 4.795, -0.553], [-1.696, -5.169, -4.036], [-0.159, 6.725, -0.123], [0.064, 5.430, 0.303], [2.241, -1.453, 0.585], [-2.825, -1.959, 1.166], [1.423, -1.240, 4.457], [3.151, -2.606, 0.303], [-5.054, -2.901, 1.485], [2.858, -0.268, 1.402], [-0.292, -2.876, 4.778], [1.670, 3.863, -2.231], [-2.575, 0.772, 2.473], [1.142, -6.810, 1.384], [-3.513, -3.992, 0.015], [-2.548, -3.020, 0.287], [3.428, 3.638, 5.155], [4.150, -4.178, -1.201], [-4.354, -1.128, 2.433], [-3.245, 6.348, -1.437], [0.904, 4.992, -3.953], [-2.480, -4.342, -5.856], [-1.917, 1.617, 2.694], [-2.639, -2.043, -4.932], [-1.503, 8.105, -1.117], [-0.339, -6.674, 2.931], [-0.935, -5.727, -2.114], [-2.264, 2.794, -3.800], [2.751, 1.564, 0.089], [4.661, 0.806, -1.457], [3.859, 4.391, 5.804], [-1.941, -1.594, -2.624], [3.030, -2.658, -3.109], [1.759, 1.724, -1.922], [-3.402, 1.161, 1.873], [2.090, -0.431, -2.821], [0.595, 7.479, 0.082], [0.749, 1.580, 4.945], [3.958, -0.963, 3.209], [1.443, -2.693, 6.035], [-1.654, 4.128, -4.808], [2.660, 4.138, -2.593], [4.007, 2.089, 2.205], [2.351, -0.779, 4.775], [3.586, -3.162, 1.127], [-1.923, -2.810, 3.408], [-1.456, 2.358, 0.437], [-0.704, -3.716, 5.325], [-2.213, 4.451, -3.147], [1.589, 4.067, -1.166], [6.172, -0.755, 2.245], [-6.028, -2.843, 1.956], [-2.970, 0.386, 3.418], [6.494, -0.015, -0.122], [0.065, 5.350, -2.420], [1.320, -4.772, -1.309], [-3.281, -4.796, -0.675], [-1.521, -4.782, 1.896], [-2.869, 4.053, -0.701], [1.663, -7.642, 1.843], [1.333, -1.878, 1.028], [4.980, 3.784, 3.679], [2.489, -6.672, -0.292], [0.228, 2.799, 1.038], [1.734, 3.278, 6.423], [-1.624, -6.176, -4.429], [0.976, 5.199, 0.847], [-5.503, -4.699, 0.389]]
}

=====

(3)
{
  "formula": "C55H51N2O10P",
  "method": "ωB97M-V with the def2-TZVPD basis set",
  "homo_ev": -9.3,
  "smiles": "COCCCCCCCC[C@H]1NC(=O)[C@H](N)[C@H]1P(O)O.O=C1c2ccccc2C(=O)c2ccccc21.O=C1c2ccccc2C(=O)c2ccccc21.O=C1c2ccccc2C(=O)c2ccccc21",
  "total_charge": 0,
  "elements": ["P", "O", "O", "O", "O", "O", "O", "O", "O", "O", "O", "N", "N", "C", "C", "C", "C", "C", "C", "C", "C", "C", "C", "C", "C", "C", "C", "C", "C", "C", "C", "C", "C", "C", "C", "C", "C", "C", "C", "C", "C", "C", "C", "C", "C", "C", "C", "C", "C", "C", "C", "C", "C", "C", "C", "C", "C", "C", "C", "C", "C", "C", "C", "C", "C", "C", "C", "C", "H", "H", "H", "H", "H", "H", "H", "H", "H", "H", "H", "H", "H", "H", "H", "H", "H", "H", "H", "H", "H", "H", "H", "H", "H", "H", "H", "H", "H", "H", "H", "H", "H", "H", "H", "H", "H", "H", "H", "H", "H", "H", "H", "H", "H", "H", "H", "H", "H", "H", "H"],
  "positions_angstrom": [[0.636, 2.450, -1.497], [3.733, 2.227, 9.700], [-2.176, -1.306, -5.616], [2.063, 2.052, -2.216], [-0.447, 1.643, -2.445], [3.736, -2.444, -4.160], [-3.731, -0.343, 5.128], [-6.299, -4.123, -3.694], [5.410, 2.001, 4.618], [-0.643, -0.814, 2.442], [0.720, -3.019, -8.548], [-0.847, -0.532, -0.423], [1.233, 0.598, 2.131], [0.832, 3.013, 1.992], [2.476, -0.161, -5.167], [-1.221, 4.367, 2.436], [1.600, -1.548, -6.930], [5.511, 2.541, 8.186], [-4.949, -2.202, -3.494], [2.748, -6.365, -7.085], [3.603, 1.800, 6.117], [-3.473, -3.264, -5.772], [1.425, 1.790, 1.235], [0.957, 1.233, 6.733], [1.078, 0.797, -6.875], [5.023, 2.080, 5.765], [-0.533, 0.611, 0.429], [-4.188, 0.179, -2.283], [1.846, 1.544, 7.748], [-3.653, 3.646, 2.721], [-2.194, 3.268, 2.932], [-4.856, -5.237, -5.821], [8.146, 3.152, 7.560], [-2.511, -0.952, 5.505], [-3.479, -0.294, -3.373], [2.166, -4.038, -6.992], [-4.538, -4.008, -5.259], [2.052, -5.284, -7.595], [2.369, -1.404, -5.774], [-5.286, -0.530, -1.804], [2.971, -3.884, -5.861], [-4.121, -5.718, -6.890], [0.722, 1.328, -0.038], [3.084, -2.566, -5.176], [-3.585, 0.472, 3.980], [5.953, 2.467, 6.863], [1.385, 1.214, 5.409], [-0.036, 0.042, 1.778], [-5.348, -3.499, -4.114], [1.834, 0.936, -5.716], [2.706, 1.491, 5.104], [-2.744, -3.746, -6.852], [-0.297, 3.809, 1.336], [-3.068, -4.971, -7.409], [1.433, -2.879, -7.576], [-4.508, 1.667, 4.106], [-3.859, -1.481, -3.984], [-5.665, -1.717, -2.408], [3.564, -6.208, -5.969], [3.671, -4.972, -5.356], [4.104, 2.201, 8.545], [0.961, -0.444, -7.478], [6.389, 2.932, 9.188], [-4.619, 2.480, 2.816], [3.169, 1.837, 7.444], [7.702, 3.240, 8.875], [7.274, 2.767, 6.557], [-3.091, -1.959, -5.166], [-5.487, 1.254, 4.331], [0.535, 2.704, 2.984], [-0.918, 3.204, 0.690], [-0.074, 1.007, 6.971], [-3.940, 4.448, 3.393], [0.572, 1.653, -7.299], [-2.029, 3.079, 3.988], [-4.232, 2.277, 4.961], [-4.368, -6.677, -7.324], [-1.844, -0.213, 5.946], [-1.317, -0.197, -1.254], [-1.497, -1.130, 0.069], [-1.925, -3.163, -7.249], [7.611, 2.699, 5.532], [3.064, -0.056, -4.266], [8.383, 3.548, 9.657], [2.401, 1.231, -1.840], [-2.499, -5.346, -8.249], [1.520, 1.564, 8.778], [2.475, 1.990, 1.088], [4.114, -7.053, -5.578], [-3.906, -0.105, 3.114], [1.320, 0.469, -0.379], [4.298, -4.843, -4.485], [-4.517, 1.815, 1.962], [1.420, -5.398, -8.465], [1.922, 1.902, -5.235], [-1.988, 2.337, 2.414], [3.044, 1.470, 4.078], [-1.794, 5.203, 2.060], [-0.611, 4.656, 3.284], [0.363, -0.565, -8.370], [2.660, -7.334, -7.558], [-5.844, -0.155, -0.957], [0.692, 0.978, 4.614], [-5.627, 2.877, 2.760], [-3.886, 1.102, -1.806], [-6.514, -2.275, -2.039], [1.887, -0.108, 1.785], [0.084, 4.655, 0.780], [-2.627, 0.253, -3.751], [6.038, 2.994, 10.208], [-3.737, 4.066, 1.718], [-5.677, -5.811, -5.416], [-1.398, 1.256, 0.549], [-2.714, -1.697, 6.262], [0.015, 0.998, -2.993], [9.173, 3.387, 7.319], [-2.553, 0.792, 3.869], [1.649, 3.711, 2.139], [-2.034, -1.419, 4.650]]
}

=====

(4)
{
  "formula": "C55H54ClGe2NReS4",
  "method": "ωB97M-V with the def2-TZVPD basis set",
  "homo_ev": [-7.1, -8.4],
  "total_charge": 0,
  "multiplicity": 4,
  "elements": ["Re", "Ge", "Ge", "Cl", "S", "S", "S", "S", "N", "C", "C", "C", "C", "C", "C", "C", "C", "C", "C", "C", "C", "C", "C", "C", "C", "C", "C", "C", "C", "C", "C", "C", "C", "C", "C", "C", "C", "C", "C", "C", "C", "C", "C", "C", "C", "C", "C", "C", "C", "C", "C", "C", "C", "C", "C", "C", "C", "C", "C", "C", "C", "C", "C", "C", "H", "H", "H", "H", "H", "H", "H", "H", "H", "H", "H", "H", "H", "H", "H", "H", "H", "H", "H", "H", "H", "H", "H", "H", "H", "H", "H", "H", "H", "H", "H", "H", "H", "H", "H", "H", "H", "H", "H", "H", "H", "H", "H", "H", "H", "H", "H", "H", "H", "H", "H", "H", "H", "H"],
  "positions_angstrom": [[0.951, 1.887, -1.851], [0.247, 0.701, 1.188], [-0.683, -1.022, -1.169], [2.965, 1.711, -2.921], [-0.896, 0.697, -2.577], [0.239, 2.710, 0.095], [-1.713, -0.436, 0.747], [1.514, -0.290, -0.312], [1.223, 8.652, -4.698], [5.258, -0.211, 1.193], [-3.986, -1.584, -3.043], [-2.563, -3.223, -1.678], [5.057, -1.957, -3.197], [-7.100, 0.481, -2.202], [-2.854, -4.573, -1.536], [1.590, -0.497, 5.509], [0.398, -2.974, -4.479], [-1.235, -2.888, -1.776], [2.169, -4.344, 0.073], [-1.419, 1.241, 4.024], [2.571, -0.103, 4.615], [-2.629, -1.092, 4.095], [2.706, -2.485, -3.704], [-0.435, 3.686, 4.087], [2.219, 0.404, 3.319], [1.446, -2.965, -3.410], [-5.653, -1.269, -0.863], [-2.871, 3.228, 3.870], [1.926, 4.632, -2.315], [-5.891, -0.462, -2.041], [0.826, 0.747, 3.078], [0.909, 6.311, -3.598], [-0.172, 4.197, -3.478], [2.937, 3.214, 2.389], [4.143, -0.439, 2.018], [3.715, -2.391, -2.759], [-5.018, -0.668, -3.119], [-0.482, -5.178, -1.519], [-1.839, -5.493, -1.291], [0.818, 3.685, -2.682], [-1.579, 2.684, 3.986], [4.764, 2.126, 1.099], [-4.401, -2.692, 0.599], [6.823, 1.317, -0.045], [3.508, -2.976, -1.512], [1.209, -3.552, -2.104], [-3.853, 1.077, 3.712], [-4.022, 2.430, 3.678], [-2.639, 0.402, 3.999], [-3.744, -2.322, -1.890], [3.692, 1.984, 1.957], [1.118, 7.580, -4.187], [3.966, -1.828, 2.516], [-0.075, 0.618, 4.149], [1.922, 5.901, -2.734], [-3.110, -1.825, -4.278], [-0.212, 5.532, -3.940], [-4.615, -2.120, -0.786], [-5.358, 3.041, 3.369], [-0.162, -3.852, -1.715], [5.572, 1.098, 0.737], [3.318, 0.667, 2.412], [2.321, -3.655, -1.248], [0.290, -0.071, 5.318], [0.170, -5.996, -1.762], [4.080, -2.644, 1.789], [5.029, 3.024, 0.667], [-0.010, 3.711, 3.050], [-0.372, -3.667, -4.255], [-4.679, 0.372, 3.540], [6.710, 1.123, -1.153], [-2.049, -6.499, -0.985], [4.780, -2.108, 3.231], [-5.144, -0.161, -4.118], [5.768, -2.154, -2.417], [-0.976, 5.883, -4.604], [-0.142, -2.047, -4.567], [3.313, 4.054, 1.743], [7.246, 2.314, 0.048], [-2.343, -1.678, 3.218], [5.052, -0.862, -3.364], [1.827, 3.160, 2.344], [5.845, -1.086, 0.823], [-6.383, -1.243, -0.049], [1.799, -3.710, 0.911], [-0.914, 4.690, 4.303], [7.546, 0.604, 0.370], [-7.809, 0.518, -1.400], [1.918, -0.849, 6.473], [4.294, -2.958, -0.790], [0.943, -3.264, -5.435], [2.984, -2.105, 2.962], [-3.695, -1.349, 4.343], [-6.061, 2.313, 3.032], [3.598, -0.275, 4.835], [-2.938, 4.312, 3.839], [3.228, -4.650, 0.355], [-2.091, -1.469, 4.946], [2.648, 6.651, -2.437], [-5.152, 3.669, 2.478], [-3.616, -1.371, -5.144], [-6.808, 1.527, -2.350], [-7.705, 0.266, -3.103], [5.452, -2.559, -4.080], [-5.229, -3.277, 1.034], [-3.554, -3.327, 0.617], [3.143, 3.390, 3.461], [2.731, 4.261, -1.638], [2.803, -2.002, -4.680], [1.576, -5.273, -0.051], [0.410, 3.427, 4.741], [-3.890, -4.848, -1.328], [-0.468, -0.098, 6.045], [-5.761, 3.694, 4.125], [-4.136, -2.019, 1.371], [-1.085, 3.546, -3.588], [-2.138, -1.278, -4.110], [-2.863, -2.882, -4.460]]
}